Entry from OMol25: a 3-piece molecular cluster, C5H14N2O overall at a distorted geometry (ωB97M-V/def2-TZVPD).

Results
Orbital gap   8.99 eV
LUMO level   0.98 eV
Highest occupied orbital energy   -8.01 eV
F_max   2.9 eV/A
SMILES string   [H]/N=C\C.C=C(C)N.O

Positions of all 22 atoms, in Å:
H: 1.8529 -1.0359 0.8131
C: 1.4317 -1.7473 -2.5280
H: 0.7391 0.2832 -2.0869
C: -1.2380 1.1577 2.7501
H: 2.4084 -1.6109 -2.0667
H: -0.3559 1.4679 3.3102
H: 1.1059 -2.7721 -2.3647
H: -1.5450 0.1859 3.1373
H: 0.7320 2.3739 1.3713
O: 1.8234 -0.3841 0.0983
H: -2.4894 -0.1550 0.9976
C: -0.9642 1.1159 1.2736
H: -1.4614 -0.0276 -0.4066
H: -2.0296 1.8767 2.9565
H: 1.1450 0.4691 0.4410
C: 0.1774 1.6892 0.7462
H: 0.1550 1.9810 -0.2952
N: -1.8285 0.4290 0.5063
H: 1.5398 -1.5669 -3.6006
C: 0.4801 -0.7597 -1.9375
N: -0.7199 -0.9897 -1.5656
H: -0.9588 -1.9803 -1.5499

Atom charges from the natural (NBO) analysis, given in e for atoms 1 to 2:
1 H 0.460
2 C -0.691



Entry from OMol25: one molecule with the formula C5H14N2O at a distorted geometry (ωB97M-V/def2-TZVPD).

Results
Orbital gap   9.79 eV
LUMO level   1.05 eV
Highest occupied orbital energy   -8.74 eV
F_max   2.0 eV/A
SMILES string   CCNC[C@@H](N)CO

Positions of all 22 atoms, in Å:
H: 0.0743 1.0543 -3.4818
H: 0.8398 -1.9167 -0.4831
C: 0.2213 1.2318 -1.3411
N: -0.0561 -0.2148 -1.2347
H: 0.1441 -0.7090 -2.1032
H: 1.4162 2.1771 -2.9562
H: -1.1689 -1.5261 0.9378
O: -1.8370 0.0447 2.5776
C: 0.4336 1.7718 -2.7334
C: -0.6562 0.2137 1.8133
H: -0.0599 -2.4157 2.7524
C: -0.1694 -1.1157 1.1686
H: 1.4434 -2.0010 2.1403
H: -0.8959 0.8983 0.9954
H: -0.6856 1.7012 -0.9193
H: -2.5126 -0.4413 2.0927
N: 0.4680 -2.1647 1.9222
H: 0.9537 1.5786 -0.6063
H: 1.6391 -0.5537 0.0982
H: -0.2669 2.5740 -2.9846
H: 0.0487 0.7067 2.4868
C: 0.6261 -0.8936 -0.1414

Atom charges from the natural (NBO) analysis, given in e for atoms 1 to 2:
1 H 0.211
2 H 0.210



Entry from OMol25: one molecule with the formula C5H14N2O at a distorted geometry (ωB97M-V/def2-TZVPD).

Results
Orbital gap   9.48 eV
LUMO level   0.89 eV
Highest occupied orbital energy   -8.59 eV
F_max   1.8 eV/A
SMILES string   CN[C@H](CO)CCN

Positions of all 22 atoms, in Å:
H: -2.5128 2.0069 -0.4160
H: -1.7049 1.2032 -1.7365
H: -1.6366 0.1403 0.9433
C: 0.9243 -0.5676 0.7105
H: 0.4550 1.2985 2.3286
H: 0.4658 0.4169 -1.1589
H: 0.4051 -1.0234 1.5609
N: 1.4631 1.3746 2.2249
H: -1.4576 -1.2512 -1.5766
H: 1.5283 2.3579 1.9795
C: -0.5020 -1.4487 -1.1351
H: 2.2149 1.0155 0.2571
H: -3.0223 0.4024 -0.7971
H: 0.2626 -2.4094 -2.7151
C: -2.1416 1.0505 -0.7532
O: 0.5312 -1.7084 -2.1080
H: -0.4614 -2.3283 -0.4891
C: -0.0358 -0.1842 -0.4003
H: 2.8227 -0.0219 1.5467
H: 1.5706 -1.3878 0.3677
C: 1.9406 0.4844 1.1644
N: -1.1094 0.5798 0.2023

Atom charges from the natural (NBO) analysis, given in e for atoms 1 to 2:
1 H 0.197
2 H 0.197



Entry from OMol25: a 3-piece molecular cluster, C5H14N2O overall at a distorted geometry (ωB97M-V/def2-TZVPD).

Results
Orbital gap (alpha / beta)   6.67 / 6.43 eV
LUMO level (alpha / beta)   0.77 / 0.78 eV
Highest occupied orbital energy (alpha / beta)   -5.89 / -5.65 eV
F_max   1.4 eV/A

Positions of all 22 atoms, in Å:
H: -0.4737 0.9115 -1.8305
H: -1.1068 -0.7365 -1.9792
H: 0.5259 0.3064 1.6686
H: -3.0272 1.2654 -0.2987
H: 2.7425 1.6019 0.6116
C: -2.1254 -0.0670 0.9713
C: 0.1999 0.5286 0.6643
H: -2.4357 -0.9449 0.4073
H: -0.0802 1.5411 0.4280
N: -2.9284 1.0761 0.6907
C: 2.5429 0.7178 0.0114
H: -2.0410 -0.2709 2.0372
H: -2.6060 1.9160 1.1559
O: 3.1550 -0.4009 0.6064
C: 0.1801 -0.4314 -0.2988
H: 0.6476 -2.0027 0.9138
C: -0.2304 -0.1410 -1.7082
H: 0.5795 -0.3900 -2.3973
N: 0.5805 -1.7148 -0.0501
H: 2.8463 -1.1820 0.1300
H: 0.2744 -2.4353 -0.6843
H: 2.7803 0.8526 -1.0494

Atom charges from the natural (NBO) analysis, given in e for atoms 1 to 2:
1 H 0.228
2 H 0.216



- The lowest F_max belongs to which entry?
  number 4